DFT (ωB97M-V/def2-TZVPD) results for a structure of composition C70H57AsN5OP2ReS2 at a distorted geometry.

```
139
Properties=species:S:1:pos:R:3
Re -0.075 0.013 -0.074
S 1.245 0.540 1.959
P 0.404 -1.206 2.583
C -0.486 -1.574 1.100
P -1.091 -3.188 0.595
S 0.045 -4.026 -0.769
C -1.241 -4.243 2.081
C -0.654 -5.505 2.110
C -0.813 -6.327 3.218
C -1.560 -5.897 4.306
C -2.153 -4.642 4.283
C -1.997 -3.823 3.174
C -2.816 -2.989 0.098
C -3.669 -2.145 0.813
C -5.033 -2.175 0.570
C -5.545 -3.008 -0.420
C -4.694 -3.814 -1.159
C -3.329 -3.814 -0.893
C -0.656 -0.930 4.023
C -1.527 0.160 3.993
C -2.411 0.378 5.038
C -2.428 -0.486 6.125
C -1.565 -1.574 6.162
C -0.687 -1.801 5.112
C 1.677 -2.352 3.153
C 1.978 -3.541 2.499
C 3.006 -4.351 2.972
C 3.750 -3.964 4.076
C 3.471 -2.761 4.718
C 2.435 -1.961 4.262
H -0.070 -5.832 1.259
H -0.354 -7.308 3.230
H -1.684 -6.540 5.169
H -2.740 -4.301 5.127
H -2.479 -2.853 3.169
H -3.270 -1.472 1.565
H -5.700 -1.556 1.154
H -6.611 -3.025 -0.615
H -5.091 -4.456 -1.935
H -2.656 -4.454 -1.451
H -1.516 0.837 3.150
H -3.083 1.226 5.005
H -3.113 -0.311 6.945
H -1.580 -2.251 7.007
H -0.036 -2.664 5.141
H 1.435 -3.845 1.612
H 3.220 -5.287 2.470
H 4.546 -4.600 4.444
H 4.052 -2.455 5.578
H 2.220 -1.027 4.769
N -9.592 2.635 -3.412
C -8.549 2.319 -3.048
C -7.235 1.922 -2.585
C -7.075 1.441 -1.290
C -5.816 1.068 -0.850
C -4.716 1.152 -1.698
C -4.887 1.643 -2.990
C -6.139 2.030 -3.434
C -3.352 0.759 -1.226
C -2.695 -0.244 -1.892
C -3.164 -0.991 -3.020
C -2.126 -1.762 -3.450
C -1.042 -1.496 -2.567
N -1.362 -0.606 -1.646
C -2.830 1.510 -0.148
C -3.427 2.642 0.423
C -2.532 3.179 1.341
C -1.403 2.376 1.296
N -1.554 1.354 0.412
H -7.932 1.370 -0.634
H -5.685 0.712 0.162
H -4.027 1.739 -3.642
H -6.272 2.420 -4.434
H -4.164 -0.948 -3.423
H -2.119 -2.470 -4.264
H -0.062 -1.940 -2.568
H -4.402 3.024 0.168
H -2.660 4.054 1.957
H -0.493 2.485 1.856
C 5.351 -3.126 -2.409
N 4.258 -2.807 -1.495
N 3.146 -2.137 -1.963
C 2.542 -1.511 -0.908
O 1.423 -0.936 -1.072
C 3.369 -1.696 0.216
C 4.415 -2.477 -0.195
C 5.615 -2.917 0.568
C 2.548 -2.499 -3.214
C 2.291 -3.831 -3.504
C 1.705 -4.158 -4.717
C 1.364 -3.158 -5.621
C 1.628 -1.830 -5.317
C 2.235 -1.496 -4.114
H 4.940 -3.302 -3.398
H 5.836 -4.038 -2.069
H 6.075 -2.313 -2.459
H 3.200 -1.301 1.202
H 5.493 -2.655 1.616
H 6.521 -2.436 0.192
H 5.754 -3.997 0.497
H 2.522 -4.597 -2.774
H 1.495 -5.195 -4.948
H 0.896 -3.416 -6.563
H 1.368 -1.047 -6.019
H 2.462 -0.468 -3.864
C 0.533 5.897 1.167
C 1.476 4.923 1.471
C 1.609 3.807 0.658
C 0.810 3.660 -0.475
C -0.129 4.638 -0.778
C -0.269 5.751 0.045
As 0.898 2.006 -1.490
C 2.789 1.789 -1.905
C 3.672 1.497 -0.868
C 5.021 1.299 -1.128
C 5.497 1.363 -2.430
C 4.618 1.628 -3.470
C 3.269 1.845 -3.210
C 0.196 2.586 -3.195
C 0.703 3.746 -3.786
C 0.216 4.178 -5.010
C -0.779 3.451 -5.657
C -1.280 2.297 -5.077
C -0.797 1.865 -3.844
H 0.426 6.767 1.802
H 2.105 5.027 2.346
H 2.330 3.050 0.929
H -0.777 4.533 -1.638
H -1.010 6.502 -0.194
H 3.312 1.384 0.146
H 5.695 1.083 -0.309
H 6.550 1.213 -2.634
H 4.979 1.676 -4.490
H 2.600 2.058 -4.034
H 1.475 4.320 -3.288
H 0.610 5.080 -5.459
H -1.157 3.786 -6.615
H -2.045 1.720 -5.581
H -1.193 0.964 -3.409
```

The highest occupied orbital energy (spin up / spin down) comes out at -0.357 / -0.352 Ha. The total energy is -6843.75714 Ha. The charge is +1. The lowest unoccupied orbital energy (spin up / spin down) is -3.23 / -3.07 eV. As for the expectation value of S²: 0.81. Its multiplicity is 2.